(1)
The following is a DFT calculation (ωB97M-V/def2-TZVPD) of C24H43BrN4O9RuSSi as an isolated structure.

Positions of all 84 atoms, in Å:
Ru  0.276  -0.233  -0.214
O  -0.655  -1.505  5.915
C  -0.550  -1.145  4.613
C  -1.451  -1.601  3.653
C  -1.289  -1.183  2.350
N  -0.319  -0.348  2.003
C  0.556  0.083  2.905
C  0.475  -0.286  4.233
C  1.596  1.084  2.386
O  2.199  1.751  3.227
O  1.671  1.156  1.125
C  -2.233  -1.588  1.213
O  -3.264  -2.179  1.519
O  -1.846  -1.219  0.060
H  -1.405  -2.099  6.014
H  -2.272  -2.264  3.897
H  1.196  0.095  4.942
O  3.041  -2.783  -1.464
S  2.031  -1.867  -1.000
O  1.929  -1.753  0.485
O  2.247  -0.469  -1.506
O  0.652  -2.234  -1.453
C  1.979  0.822  -6.810
C  1.774  0.422  -5.339
C  2.626  -0.829  -5.081
C  2.306  1.549  -4.438
Si  -0.096  0.088  -4.998
Br  -0.621  0.411  -2.662
C  -0.748  -1.679  -5.417
C  -2.254  -1.780  -5.128
C  -0.510  -2.012  -6.899
C  -0.047  -2.750  -4.570
C  -1.225  1.511  -5.718
C  -0.596  2.886  -5.442
C  -2.625  1.543  -5.083
C  -1.399  1.332  -7.233
H  3.052  0.901  -7.005
H  1.528  1.788  -7.041
H  1.566  0.077  -7.496
H  3.682  -0.564  -5.199
H  2.405  -1.624  -5.798
H  2.510  -1.210  -4.071
H  3.322  1.807  -4.757
H  2.364  1.212  -3.408
H  1.696  2.451  -4.485
H  -2.844  -1.205  -5.845
H  -2.490  -1.439  -4.118
H  -2.559  -2.827  -5.209
H  -1.028  -1.321  -7.567
H  -0.884  -3.020  -7.098
H  0.554  -1.994  -7.148
H  -0.086  -2.538  -3.505
H  1.001  -2.870  -4.838
H  -0.545  -3.710  -4.740
H  -0.442  3.024  -4.370
H  -1.278  3.669  -5.789
H  0.353  3.020  -5.959
H  -2.563  1.727  -4.011
H  -3.172  0.614  -5.233
H  -3.200  2.354  -5.541
H  -0.444  1.245  -7.754
H  -1.932  2.196  -7.643
H  -1.993  0.443  -7.453
C  -2.992  1.779  0.824
N  -2.145  2.903  1.184
C  -2.322  3.325  2.567
C  -0.903  3.045  0.604
N  -0.376  2.157  -0.159
N  -0.288  4.268  0.867
C  1.124  4.368  0.550
C  -1.047  5.474  0.568
H  -4.026  2.124  0.745
H  -2.951  1.000  1.585
H  -2.685  1.352  -0.123
H  -2.158  2.481  3.248
H  -3.342  3.690  2.710
H  -1.619  4.111  2.820
H  0.477  2.471  -0.605
H  1.649  3.491  0.929
H  1.521  5.254  1.045
H  1.306  4.467  -0.531
H  -2.112  5.258  0.584
H  -0.789  5.856  -0.428
H  -0.827  6.251  1.304

Summary:
* spin multiplicity: 6
* energy relative to the best compared isomer or geometry (same formula, charge and spin): 39.5 kcal per mole
* charge: -1
* E_LUMO (alpha / beta): 0.084 / 0.052 Eh
* E_HOMO (alpha / beta): -6.13 / -6.42 eV

(2)
The following is a DFT calculation (ωB97M-V/def2-TZVPD) of one molecule with the formula C5H6.

Positions of all 11 atoms, in Å:
C  2.681  -0.003  0.211
C  1.504  0.062  -0.063
C  -1.102  0.825  0.079
C  -1.101  -0.709  0.231
C  0.036  0.035  -0.489
H  3.744  -0.194  0.361
H  -1.843  1.307  -0.569
H  -0.983  1.332  0.932
H  -1.138  -1.219  1.206
H  -1.800  -1.200  -0.418
H  0.002  -0.236  -1.482

Summary:
* spin multiplicity: 1
* energy relative to the best compared isomer or geometry (same formula, charge and spin): 55.2 kcal per mole
* structure (SMILES): C#CC1CC1
* charge: 0
* E_LUMO: 0.044 Eh
* E_HOMO: -9.69 eV

(3)
The following is a DFT calculation (ωB97M-V/def2-TZVPD) of C39H37BCl3F2NSSb2SiTi as an isolated structure.

Positions of all 88 atoms, in Å:
Ti  -0.350  0.021  -3.092
C  -0.775  -2.580  0.746
C  0.257  -1.992  1.688
C  -0.327  -1.218  2.850
Sb  -1.642  0.347  2.383
C  -0.267  1.957  2.473
C  1.136  1.792  2.590
C  1.974  2.888  2.568
C  1.459  4.167  2.527
C  0.070  4.402  2.475
C  -0.765  3.271  2.471
C  -2.512  0.396  4.316
C  -3.565  -0.459  4.538
C  -4.307  -0.390  5.714
C  -3.845  0.399  6.731
C  -2.741  1.215  6.516
C  -2.066  1.244  5.350
Sb  -1.618  -1.439  -0.863
C  -0.848  -2.650  -2.475
C  -1.509  -3.143  -3.592
C  -0.829  -3.828  -4.608
C  0.542  -4.056  -4.499
C  1.180  -3.638  -3.373
C  0.498  -2.988  -2.360
C  -3.698  -1.596  -1.214
C  -4.223  -2.828  -1.599
C  -5.540  -2.977  -1.953
C  -6.351  -1.841  -1.942
C  -5.837  -0.578  -1.607
C  -4.507  -0.467  -1.225
H  -1.616  -2.935  1.304
H  -0.428  -3.462  0.249
H  0.867  -1.316  1.038
H  0.831  -2.862  2.040
H  -0.926  -1.936  3.471
H  0.507  -0.836  3.425
H  1.649  0.857  2.688
H  3.059  2.711  2.683
H  2.188  4.956  2.446
H  -0.352  5.409  2.362
H  -1.871  3.410  2.399
H  -3.841  -1.212  3.818
H  -5.120  -1.101  5.824
H  -4.292  0.424  7.697
H  -2.359  1.877  7.327
H  -1.173  1.866  5.115
H  -2.572  -3.028  -3.791
H  -1.339  -4.147  -5.547
H  1.058  -4.651  -5.217
H  2.243  -3.798  -3.225
H  1.097  -2.717  -1.453
H  -3.645  -3.706  -1.481
H  -5.908  -3.951  -2.271
H  -7.379  -2.043  -2.169
H  -6.492  0.292  -1.674
H  -4.150  0.472  -0.913
F  -0.877  2.230  -0.897
B  -1.449  1.699  -2.052
F  -2.606  2.334  -2.347
N  1.233  0.181  -1.776
S  2.806  0.534  -2.064
C  3.075  2.193  -1.461
C  4.387  2.618  -1.812
C  4.781  3.929  -1.540
C  3.855  4.761  -0.923
C  2.577  4.333  -0.670
C  2.198  3.030  -0.827
C  3.890  -0.342  -0.925
C  4.260  0.105  0.333
C  5.296  -0.535  0.974
C  5.855  -1.672  0.421
C  5.451  -2.133  -0.824
C  4.504  -1.405  -1.581
H  0.951  0.454  -0.806
H  5.088  1.988  -2.322
H  5.695  4.370  -1.808
H  4.136  5.805  -0.631
H  1.924  4.972  -0.100
H  1.191  2.716  -0.644
H  4.009  1.060  0.723
H  5.684  -0.021  1.888
H  6.720  -2.124  0.966
H  6.013  -3.020  -1.207
H  4.227  -1.659  -2.549
Cl  -2.305  -0.019  -4.509
Si  -1.015  -0.311  -6.496
Cl  0.958  0.368  -5.006
Cl  -1.541  1.556  -7.207

Summary:
* spin multiplicity: 2
* energy relative to the best compared isomer or geometry (same formula, charge and spin): 42.9 kcal per mole
* charge: +1
* E_LUMO (alpha / beta): -0.104 / -0.096 Eh
* E_HOMO (alpha / beta): -10.36 / -10.34 eV

(4)
The following is a DFT calculation (ωB97M-V/def2-TZVPD) of C34H26N2O5PPd as an isolated structure.

Positions of all 69 atoms, in Å:
Pd  -0.069  -1.461  -0.314
C  -3.269  -1.131  2.811
O  -3.949  0.090  2.506
C  -3.790  0.765  1.360
C  -4.495  1.902  1.177
C  -4.359  2.697  -0.006
C  -3.505  2.385  -0.995
C  -2.710  1.192  -0.892
C  -1.833  0.875  -1.876
N  -1.011  -0.236  -1.930
N  -0.689  -0.523  -3.110
C  0.065  -1.733  -3.246
O  0.338  -2.412  -2.268
C  0.411  -2.082  -4.619
C  0.245  -1.172  -5.664
C  0.615  -1.535  -6.946
C  1.129  -2.800  -7.189
C  1.287  -3.712  -6.151
C  0.936  -3.356  -4.866
C  -2.926  0.282  0.269
O  -2.449  -0.848  0.275
H  -3.554  -1.338  3.838
H  -2.190  -1.017  2.730
H  -3.601  -1.931  2.152
H  -5.177  2.209  1.957
H  -4.954  3.597  -0.090
H  -3.402  3.024  -1.861
H  -1.796  1.489  -2.771
H  -0.169  -0.194  -5.470
H  0.497  -0.835  -7.760
H  1.407  -3.082  -8.195
H  1.683  -4.697  -6.353
H  1.055  -4.047  -4.043
O  -0.440  -3.470  1.585
C  0.610  -2.868  1.649
O  1.311  -2.490  0.579
C  1.158  -2.202  2.870
C  1.469  -2.825  4.065
C  2.014  -2.071  5.094
C  2.229  -0.710  4.933
C  1.882  -0.080  3.747
C  1.338  -0.826  2.708
P  0.831  -0.051  1.137
C  -0.147  1.387  1.635
C  -0.870  1.391  2.830
C  -1.591  2.512  3.203
C  -1.605  3.635  2.390
C  -0.910  3.631  1.189
C  -0.192  2.511  0.808
C  2.317  0.614  0.343
C  2.862  1.811  0.815
C  4.030  2.311  0.266
C  4.666  1.619  -0.754
C  4.135  0.426  -1.220
C  2.967  -0.081  -0.676
H  1.305  -3.887  4.179
H  2.280  -2.549  6.027
H  2.661  -0.133  5.739
H  2.031  0.988  3.643
H  -0.858  0.529  3.481
H  -2.141  2.506  4.134
H  -2.158  4.514  2.691
H  -0.921  4.503  0.550
H  0.363  2.524  -0.122
H  2.371  2.361  1.607
H  4.443  3.240  0.636
H  5.579  2.009  -1.183
H  4.635  -0.119  -2.009
H  2.573  -1.023  -1.033

Summary:
* spin multiplicity: 1
* energy relative to the best compared isomer or geometry (same formula, charge and spin): 5.8 kcal per mole
* charge: +1
* E_LUMO (alpha / beta): -0.194 / -0.194 Eh
* E_HOMO (alpha / beta): -10.96 / -10.95 eV

(5)
The following is a DFT calculation (ωB97M-V/def2-TZVPD) of a 2-piece molecular cluster, C3H6N overall.

Positions of all 10 atoms, in Å:
C  1.309  0.689  -0.129
C  1.413  -0.589  -0.038
C  -1.056  -0.201  -0.289
N  0.137  0.009  0.459
H  1.599  1.685  -0.368
H  1.816  -1.567  -0.157
H  -2.636  0.894  0.474
H  -1.045  0.181  -1.296
H  -1.539  -1.152  -0.129
H  0.002  0.051  1.474

Summary:
* spin multiplicity: 1
* energy relative to the best compared isomer or geometry (same formula, charge and spin): 133.0 kcal per mole
* charge: +1
* E_LUMO (alpha / beta): -0.180 / -0.193 Eh
* E_HOMO (alpha / beta): -14.71 / -15.01 eV

(6)
The following is a DFT calculation (ωB97M-V/def2-TZVPD) of an isolated ion of composition CH2NO4S and charge -1.

Positions of all 9 atoms, in Å:
C  -0.540  0.116  -0.165
N  -0.900  -1.022  0.453
O  -0.614  -2.151  -0.021
O  1.196  2.146  -0.502
O  -1.265  -1.062  1.661
O  2.364  -0.020  -0.446
S  1.423  0.885  0.221
H  -0.404  0.125  -1.304
H  -1.260  0.983  0.102

Summary:
* spin multiplicity: 1
* energy relative to the best compared isomer or geometry (same formula, charge and spin): 92.7 kcal per mole
* charge: -1
* E_LUMO: 0.136 Eh
* E_HOMO: -4.40 eV

(7)
The following is a DFT calculation (ωB97M-V/def2-TZVPD) of C38H39BrN2O6SY as an isolated structure.

Positions of all 88 atoms, in Å:
Y  1.427  -0.003  2.335
O  2.845  -4.820  6.453
C  2.586  -3.805  5.591
C  3.519  -3.382  4.648
C  3.167  -2.346  3.810
N  1.980  -1.758  3.889
C  1.083  -2.155  4.789
C  1.342  -3.185  5.666
C  -0.242  -1.375  4.732
O  -1.119  -1.672  5.525
O  -0.253  -0.482  3.817
C  4.070  -1.794  2.698
O  5.215  -2.210  2.626
O  3.487  -0.927  1.956
H  3.735  -5.152  6.289
H  4.500  -3.831  4.550
H  0.593  -3.490  6.382
C  2.025  0.452  -5.050
C  1.041  0.407  -3.873
C  1.034  -1.014  -3.309
C  -0.375  0.735  -4.369
C  1.435  1.444  -2.820
C  1.541  2.792  -3.205
C  1.849  3.792  -2.306
C  2.048  3.439  -0.978
S  2.380  4.446  0.394
C  2.378  3.027  1.420
N  2.134  1.914  0.792
C  1.946  2.108  -0.565
C  1.647  1.110  -1.494
C  2.559  3.106  2.870
C  3.015  4.289  3.461
C  3.168  4.351  4.833
C  2.855  3.234  5.600
C  2.393  2.072  4.994
C  2.223  1.951  3.609
H  1.740  -0.288  -5.801
H  3.036  0.225  -4.706
H  2.043  1.429  -5.533
H  0.768  -1.716  -4.102
H  0.303  -1.121  -2.508
H  2.017  -1.294  -2.926
H  -0.685  0.018  -5.133
H  -0.423  1.736  -4.801
H  -1.086  0.678  -3.541
H  1.367  3.067  -4.238
H  1.920  4.823  -2.625
H  1.569  0.091  -1.141
H  3.266  5.150  2.850
H  3.526  5.258  5.303
H  2.967  3.277  6.678
H  2.146  1.231  5.635
C  -3.058  -4.184  -2.857
C  -3.462  -2.713  -2.745
C  -4.939  -2.656  -2.336
C  -3.291  -2.062  -4.126
C  -2.603  -1.957  -1.734
C  -1.534  -2.534  -1.073
C  -0.783  -1.768  -0.201
Br  0.737  -2.561  0.656
C  -1.015  -0.415  0.087
O  -0.243  0.243  0.894
C  -2.134  0.170  -0.579
C  -2.866  -0.609  -1.459
C  -2.531  1.612  -0.265
C  -1.400  2.594  -0.613
C  -3.771  2.048  -1.052
C  -2.855  1.713  1.235
H  -3.708  -4.684  -3.578
H  -3.156  -4.697  -1.899
H  -2.029  -4.288  -3.206
H  -5.555  -3.182  -3.070
H  -5.299  -1.629  -2.268
H  -5.084  -3.127  -1.362
H  -3.898  -2.578  -4.875
H  -2.244  -2.106  -4.433
H  -3.588  -1.012  -4.105
H  -1.261  -3.569  -1.222
H  -3.702  -0.150  -1.969
H  -1.098  2.490  -1.659
H  -0.532  2.415  0.016
H  -1.739  3.621  -0.456
H  -3.594  2.019  -2.130
H  -4.014  3.077  -0.781
H  -4.640  1.429  -0.821
H  -2.004  1.398  1.838
H  -3.707  1.075  1.481
H  -3.107  2.743  1.498

Summary:
* spin multiplicity: 1
* energy relative to the best compared isomer or geometry (same formula, charge and spin): 0.0 kcal per mole
* charge: -1
* E_LUMO: 0.084 Eh
* E_HOMO: -5.33 eV

(8)
The following is a DFT calculation (ωB97M-V/def2-TZVPD) of C33H44BrIrN2P2Si2Te as an isolated structure.

Positions of all 86 atoms, in Å:
Ir  -0.825  -0.130  0.741
C  -1.632  -3.712  2.245
Si  -1.749  -3.569  0.385
C  -0.951  -5.076  -0.383
C  -3.536  -3.559  -0.210
N  -0.995  -2.108  -0.130
P  0.359  -1.797  -0.950
C  0.650  -0.145  -0.580
P  0.684  1.573  -0.654
N  -0.459  1.990  0.399
Si  -0.806  3.468  1.198
C  -2.090  4.439  0.234
C  -1.487  3.168  2.902
C  0.686  4.580  1.396
C  2.317  2.153  -0.141
C  2.727  1.780  1.142
C  3.968  2.174  1.616
C  4.807  2.941  0.814
C  4.407  3.306  -0.462
C  3.164  2.911  -0.943
C  0.402  2.255  -2.302
C  0.282  1.425  -3.410
C  0.041  1.969  -4.667
C  -0.078  3.342  -4.817
C  0.049  4.177  -3.713
C  0.290  3.637  -2.460
C  0.198  -2.110  -2.719
C  1.308  -2.027  -3.562
C  1.146  -2.141  -4.934
C  -0.123  -2.337  -5.469
C  -1.228  -2.417  -4.633
C  -1.070  -2.301  -3.258
C  1.745  -2.797  -0.361
C  2.300  -2.454  0.874
C  3.303  -3.236  1.424
C  3.765  -4.358  0.746
C  3.217  -4.703  -0.480
C  2.205  -3.928  -1.032
H  -2.517  -4.182  2.685
H  -1.490  -2.734  2.710
H  -0.762  -4.320  2.510
H  -1.591  -5.940  -0.176
H  0.038  -5.284  0.032
H  -0.863  -4.989  -1.471
H  -4.236  -3.834  0.583
H  -3.663  -4.274  -1.029
H  -3.826  -2.572  -0.576
H  -2.931  3.815  -0.074
H  -1.669  4.884  -0.672
H  -2.482  5.257  0.849
H  -2.450  2.659  2.889
H  -1.626  4.135  3.399
H  -0.799  2.565  3.497
H  1.158  4.867  0.454
H  1.453  4.114  2.020
H  0.356  5.496  1.895
H  2.063  1.193  1.770
H  4.280  1.886  2.612
H  5.774  3.253  1.187
H  5.061  3.900  -1.088
H  2.861  3.195  -1.943
H  0.363  0.356  -3.289
H  -0.057  1.314  -5.523
H  -0.269  3.765  -5.795
H  -0.041  5.250  -3.831
H  0.400  4.289  -1.603
H  2.293  -1.856  -3.143
H  2.007  -2.075  -5.586
H  -0.248  -2.426  -6.541
H  -2.216  -2.566  -5.052
H  -1.924  -2.347  -2.592
H  1.936  -1.581  1.404
H  3.724  -2.968  2.385
H  4.552  -4.966  1.177
H  3.570  -5.580  -1.007
H  1.766  -4.219  -1.978
Br  -0.117  -0.230  3.125
C  -4.382  1.263  0.642
Te  -3.334  -0.338  1.568
C  -3.678  0.357  3.553
H  -5.439  1.212  0.891
H  -4.243  1.150  -0.433
H  -3.956  2.209  0.964
H  -4.107  1.356  3.513
H  -2.730  0.376  4.085
H  -4.372  -0.331  4.030

Summary:
* spin multiplicity: 1
* energy relative to the best compared isomer or geometry (same formula, charge and spin): 18.1 kcal per mole
* charge: 0
* E_LUMO (alpha / beta): 0.000 / 0.000 Eh
* E_HOMO (alpha / beta): -7.14 / -7.14 eV